DFT (ωB97M-V/def2-TZVPD) results for a structure of composition C46H58GeN4O2RbS at a distorted geometry.

```
! wB97M-V def2-TZVPD RIJCOSX def2/J DEFGRID3
* xyz -1 1
Rb -0.2889 0.0906 -1.1509
C 2.1992 2.0906 -2.3629
C 0.9645 2.7403 -2.6007
C 0.3015 1.9984 -3.6367
C 1.1801 0.9469 -4.0025
C 2.3509 1.0013 -3.2331
C 3.6432 0.2286 -3.4330
C 4.1940 -0.2866 -2.0983
C 3.4561 -0.9465 -4.3931
C 4.6945 1.1694 -4.0491
C -1.0106 2.1966 -4.4098
C -0.7828 3.1364 -5.6083
C -1.5055 0.8511 -4.9772
C -2.1885 2.7228 -3.5799
C 0.5978 4.0175 -1.8391
C 0.2338 5.1785 -2.7766
C 1.7951 4.5168 -1.0138
C -0.5246 3.7782 -0.8171
H 2.9531 2.4243 -1.6609
H 0.9742 0.2170 -4.7736
H 3.4675 -0.9255 -1.5951
H 4.4112 0.5423 -1.4203
H 5.1202 -0.8557 -2.2498
H 2.7390 -1.6759 -4.0119
H 4.4099 -1.4596 -4.5535
H 3.0929 -0.5965 -5.3626
H 4.8627 2.0309 -3.3993
H 4.3433 1.5432 -5.0139
H 5.6501 0.6502 -4.1995
H -0.0105 2.7171 -6.2563
H -0.4434 4.1230 -5.2912
H -1.7027 3.2578 -6.1957
H -0.8045 0.4287 -5.6975
H -2.4576 1.0005 -5.4976
H -1.6600 0.1213 -4.1778
H -2.0358 3.7277 -3.1968
H -2.3854 2.0565 -2.7348
H -3.0917 2.7419 -4.1984
H 1.0779 5.4000 -3.4342
H 0.0029 6.0801 -2.1960
H -0.6236 4.9626 -3.4081
H 2.6618 4.7051 -1.6500
H 2.0814 3.7943 -0.2465
H 1.5252 5.4508 -0.5113
H -1.4769 3.5240 -1.2785
H -0.6807 4.6624 -0.1873
H -0.2330 2.9531 -0.1663
C -1.7997 -1.7269 3.7336
C -1.6042 -1.0403 2.4118
N -0.4701 -0.8610 1.8586
N 0.6146 -1.3993 2.4815
C 1.8881 -1.1380 2.0551
N 2.7844 -2.0592 2.5247
S 2.3281 0.1706 1.1563
C -2.7845 -0.5566 1.6537
C -4.0132 -1.1931 1.7775
C -5.0720 -0.7690 0.9907
C -4.8765 0.2804 0.1156
C -3.6169 0.8599 0.0696
N -2.5948 0.4613 0.8153
H -1.0586 -1.3711 4.4524
H -1.6982 -2.8119 3.6395
H -2.7868 -1.5163 4.1373
H 0.4817 -2.1414 3.1537
H 2.4986 -3.0291 2.5443
H 3.7154 -1.9298 2.1590
H -4.1306 -2.0368 2.4448
H -6.0297 -1.2696 1.0500
H -5.6634 0.6363 -0.5348
H -3.4169 1.6756 -0.6183
O -1.1205 -3.8656 -1.9725
C -0.9191 -2.6726 -2.3351
O -1.7411 -1.7340 -2.3304
C 0.5339 -2.3932 -2.7668
C 1.4910 -2.8992 -1.7047
Ge 1.1029 -4.7297 -1.1334
C 1.0140 -6.0870 -2.5538
C 2.1227 -6.9081 -2.7766
C 2.1121 -7.8839 -3.7670
C 0.9835 -8.0586 -4.5552
C -0.1256 -7.2475 -4.3495
C -0.1106 -6.2688 -3.3636
C 2.7729 -5.1800 -0.1044
C 2.8288 -6.3709 0.6301
C 3.9225 -6.6894 1.4229
C 4.9973 -5.8095 1.5119
C 4.9655 -4.6216 0.7960
C 3.8639 -4.3165 -0.0023
C -0.1763 -5.1361 0.3183
C -1.2904 -5.9464 0.1109
C -2.1037 -6.3350 1.1685
C -1.8128 -5.9260 2.4666
C -0.7058 -5.1173 2.6911
C 0.0909 -4.7297 1.6217
H 0.7330 -1.3514 -3.0286
H 0.6826 -2.9602 -3.6926
H 1.5475 -2.2366 -0.8313
H 2.5143 -2.9341 -2.0877
H 3.0135 -6.7873 -2.1707
H 2.9877 -8.5037 -3.9220
H 0.9694 -8.8171 -5.3287
H -1.0089 -7.3703 -4.9655
H -0.9663 -5.6215 -3.2182
H 1.9929 -7.0634 0.5866
H 3.9360 -7.6211 1.9762
H 5.8512 -6.0502 2.1336
H 5.7987 -3.9304 0.8507
H 3.8694 -3.3775 -0.5479
H -1.5391 -6.2661 -0.8936
H -2.9650 -6.9639 0.9775
H -2.4323 -6.2441 3.2962
H -0.4499 -4.8245 3.7051
H 0.9729 -4.1232 1.8045
*
```

Computed properties:
Frontier orbital gap (eV): 5.3
Energy relative to the best compared isomer or geometry (same formula, charge and spin) (kcal/mol): 23.10
LUMO energy (Ha): 0.0682
Highest occupied orbital energy (Eh): -0.128
Maximum force (eV/A): 1.035
DFT total energy (eV): -126708.4614

DFT (ωB97M-V/def2-TZVPD) results for a structure of composition C46H58MnN5O9P2Se.

```
! wB97M-V def2-TZVPD RIJCOSX def2/J DEFGRID3
* xyz -1 2
Mn 0.1901 -0.0408 0.4960
O 4.5831 0.1168 -0.0900
C 4.9159 -0.4464 1.0853
C 6.2753 -0.5988 1.3675
C 6.6844 -1.1712 2.5547
C 5.7464 -1.6070 3.4875
C 4.4011 -1.4592 3.2103
C 3.9608 -0.8781 2.0209
C 2.5118 -0.7270 1.7492
O 2.1691 -0.0661 0.6854
N 1.6666 -1.2397 2.6040
N 0.3753 -0.9950 2.1891
C -0.5826 -1.2820 2.9852
C -1.9811 -0.9730 2.7090
C -2.8796 -1.1377 3.7703
C -4.2239 -0.8361 3.6663
C -4.7044 -0.3588 2.4496
C -3.8521 -0.1981 1.3771
C -2.4738 -0.4917 1.4548
O -1.7349 -0.3162 0.3877
H 3.5928 0.1261 -0.1160
H 6.9881 -0.2649 0.6243
H 7.7435 -1.2856 2.7541
H 6.0656 -2.0652 4.4146
H 3.6471 -1.7994 3.9067
H -0.3371 -1.7395 3.9423
H -2.4875 -1.5128 4.7098
H -4.8863 -0.9705 4.5112
H -5.7546 -0.1132 2.3385
H -4.2235 0.1645 0.4249
C -4.0862 5.4576 -3.3768
C -3.8751 3.9743 -3.1556
C -5.1711 3.1886 -3.1322
O -3.2256 3.8166 -1.8739
P -1.8211 3.0689 -1.7266
O -1.3052 3.2430 -0.3680
C -2.1477 1.4111 -2.3527
P -0.7623 0.2812 -2.6601
O 0.1954 0.1404 -1.5557
O -0.0445 0.8274 -3.9526
C -0.5831 0.6661 -5.2877
C 0.2264 -0.4109 -5.9813
C -0.5072 2.0171 -5.9688
O -1.4656 -1.0284 -3.1697
C -1.7569 -2.2085 -2.3216
C -1.5257 -3.4056 -3.2098
C -3.1830 -2.1120 -1.8278
O -0.9035 3.6619 -2.8858
C 0.2586 4.4824 -2.5499
C 0.4907 5.3922 -3.7359
C 1.4315 3.5695 -2.2560
H -4.6049 5.6314 -4.3208
H -3.1289 5.9778 -3.4018
H -4.6856 5.8728 -2.5656
H -3.2118 3.5888 -3.9360
H -5.7869 3.5181 -2.2944
H -4.9830 2.1208 -3.0191
H -5.7273 3.3456 -4.0574
H -2.6436 1.5102 -3.3237
H -2.8330 0.9237 -1.6562
H -1.6241 0.3404 -5.2105
H 1.2784 -0.1225 -6.0064
H -0.1265 -0.5476 -7.0055
H 0.1422 -1.3572 -5.4470
H 0.5355 2.3028 -6.1192
H -0.9883 2.7829 -5.3587
H -0.9979 1.9734 -6.9423
H -1.0528 -2.2011 -1.4912
H -2.1976 -3.3722 -4.0722
H -1.7189 -4.3183 -2.6450
H -0.4925 -3.4403 -3.5482
H -3.8812 -2.0893 -2.6696
H -3.3384 -1.2325 -1.2049
H -3.4042 -2.9869 -1.2152
H 0.0060 5.0657 -1.6629
H 0.7383 4.8021 -4.6200
H 1.3219 6.0668 -3.5284
H -0.3968 5.9891 -3.9502
H 1.6327 2.9275 -3.1152
H 1.2216 2.9363 -1.3936
H 2.3231 4.1616 -2.0432
C 2.4561 -5.6144 -5.9830
C 2.1785 -5.0401 -4.6185
C 2.6341 -3.7796 -4.2561
C 2.4091 -3.2417 -2.9912
C 2.9525 -1.8798 -2.6695
C 1.6848 -3.9767 -2.0290
Se 1.2876 -3.2462 -0.3158
C 1.2301 -5.2634 -2.3899
C 0.4513 -6.0950 -1.4126
C 1.4790 -5.7655 -3.6620
H 2.7956 -4.8389 -6.6721
H 1.5641 -6.0773 -6.4120
H 3.2334 -6.3832 -5.9458
H 3.1926 -3.1907 -4.9806
H 3.3932 -1.4158 -3.5565
H 3.7142 -1.9422 -1.8875
H 2.1762 -1.2353 -2.2634
H -0.4538 -5.5709 -1.0957
H 1.0258 -6.2517 -0.4977
H 0.1825 -7.0605 -1.8478
H 1.1075 -6.7561 -3.9140
N -5.3425 7.8131 4.9845
C -4.5551 7.0580 4.6213
C -3.5702 6.1207 4.1685
C -3.7760 5.3976 2.9935
C -2.8208 4.5061 2.5486
C -1.6554 4.3133 3.2861
C -1.4482 5.0293 4.4615
C -2.3976 5.9318 4.8981
N -0.6907 3.3985 2.8353
C 0.6756 3.4187 3.0792
C 1.1948 2.3737 2.3876
N 0.1803 1.7102 1.7391
C -0.9243 2.3381 2.0183
H -4.6814 5.5492 2.4220
H -2.9651 3.9796 1.6142
H -0.5551 4.8608 5.0466
H -2.2398 6.4863 5.8129
H 1.1433 4.1798 3.6762
H 2.2184 2.0502 2.3058
H -1.9012 2.0564 1.6673
*
```

Computed properties:
Frontier orbital gap (spin up / spin down) (eV): 4.9 / 4.8
Energy relative to the best compared isomer or geometry (same formula, charge and spin) (kcal/mol): 0.00
LUMO energy (spin up / spin down) (Ha): 0.0628 / 0.0627
Highest occupied orbital energy (spin up / spin down) (Eh): -0.116 / -0.115
Maximum force (eV/A): 0.875
DFT total energy (eV): -189775.0640

DFT (ωB97M-V/def2-TZVPD) results for a structure of composition C46H59Br2NOP2S4SiV at a distorted geometry.

```
! wB97M-V def2-TZVPD RIJCOSX def2/J DEFGRID3
* xyz -2 4
V 1.5369 -0.9408 1.0916
C 4.2598 0.8814 -1.1737
Si 2.3276 0.8301 -0.7702
C 1.9726 2.7173 -0.6040
C 2.7708 3.6484 -1.3041
C 2.8157 5.0036 -1.0442
C 1.9091 5.4715 -0.0730
C 1.1478 4.5946 0.7144
C 1.1231 3.2154 0.4346
P -0.1876 2.1767 1.3036
C -0.7020 3.0848 2.8641
C -1.8615 2.3364 3.4929
C -2.3265 2.8970 4.8146
C -1.1605 3.3937 5.6909
C 0.1339 2.6717 5.2634
C 0.5630 2.9644 3.7608
C -1.7133 2.5597 0.2263
C -2.1688 4.0641 0.0814
C -1.9717 4.7743 -1.2825
C -2.7052 3.9199 -2.2731
C -2.4691 2.3970 -2.1260
C -1.4358 1.9895 -1.0710
C 1.4484 0.1653 -2.3412
C 1.2221 1.1034 -3.3617
C 0.2181 0.8575 -4.3197
C -0.4893 -0.3161 -4.3306
C -0.1969 -1.3244 -3.3989
C 0.7855 -1.0717 -2.4098
P 1.1751 -2.3123 -1.1151
C -0.2599 -3.5788 -1.0622
C -0.3432 -4.4826 -2.4199
C -1.6882 -5.1773 -2.4327
C -1.7319 -6.1286 -1.2305
C -1.5711 -5.3952 0.0940
C -0.2954 -4.5189 0.1319
C 2.5409 -3.4026 -1.9761
C 3.9174 -3.0725 -1.4728
C 4.9720 -3.8736 -2.2716
C 4.9286 -3.6779 -3.8219
C 3.7254 -2.8424 -4.2201
C 2.4880 -3.3551 -3.5521
H 4.7169 1.4324 -0.3335
H 4.4975 1.3775 -2.1259
H 4.8102 -0.0843 -1.1142
H 3.5287 3.2577 -2.0072
H 3.4099 5.7093 -1.6032
H 1.8747 6.5219 0.1353
H 0.4894 4.9599 1.4785
H -0.9702 4.1420 2.7782
H -1.6499 1.3218 3.7077
H -2.6949 2.3915 2.8420
H -2.9284 2.1951 5.3893
H -3.0221 3.7656 4.6382
H -1.2083 3.2980 6.7432
H -1.0008 4.4894 5.4412
H 0.1113 1.5829 5.3301
H 0.9453 3.0262 5.9800
H 1.1344 2.1224 3.4690
H 1.1092 3.8638 3.6440
H -2.4329 2.0309 0.8734
H -1.8555 4.6383 0.9634
H -3.3051 3.9864 0.1977
H -0.8905 4.7129 -1.5841
H -2.2662 5.7769 -1.2044
H -2.4543 4.2743 -3.2903
H -3.7339 4.2235 -2.1258
H -2.1837 1.9601 -3.0977
H -3.3540 1.8868 -1.8399
H -0.5122 2.4800 -1.4262
H -1.1962 0.9211 -1.0934
H 1.8005 2.0179 -3.3808
H 0.0374 1.6025 -5.0326
H -1.3126 -0.4750 -4.9664
H -0.7960 -2.2506 -3.3333
H -1.1410 -2.9528 -1.0447
H 0.5167 -5.1543 -2.3824
H -0.0905 -3.8749 -3.2900
H -1.6417 -5.7147 -3.3516
H -2.5736 -4.6039 -2.4605
H -0.8317 -6.7650 -1.2973
H -2.6395 -6.7671 -1.2871
H -1.4265 -6.0854 0.9340
H -2.4377 -4.8186 0.3552
H 0.6008 -5.1871 0.1255
H -0.2592 -4.0191 1.0980
H 2.1947 -4.3926 -1.5881
H 3.9958 -3.1346 -0.3513
H 4.1016 -1.9956 -1.6689
H 4.8849 -4.9543 -1.9449
H 5.9002 -3.5244 -1.9420
H 4.8740 -4.6456 -4.3825
H 5.8300 -3.1786 -4.1791
H 3.5721 -2.9118 -5.2865
H 3.8760 -1.7431 -3.9909
H 2.2860 -4.3839 -3.8458
H 1.5902 -2.8834 -3.8803
Br -5.7280 1.2958 -0.2118
C -4.7509 0.5535 1.2400
C -5.1593 0.7928 2.5442
C -4.4809 0.1438 3.5841
Br -5.0566 0.3580 5.3712
C -3.3030 -0.4871 3.3408
C -2.4572 -1.0252 4.4881
C -1.0898 -1.2164 4.5067
C -0.0234 -1.0851 3.6079
N -0.1738 -1.2086 2.2510
C -2.8683 -0.7198 2.0318
C -3.5598 -0.1980 0.9223
O -3.2420 -0.4410 -0.2786
H -6.0635 1.3788 2.6633
H -3.0318 -1.3071 5.3291
H -0.6497 -1.4597 5.4746
H 0.9575 -0.8663 4.0662
S -1.5971 -1.9234 1.5911
S 2.6927 -2.9382 1.9113
S 4.0293 -1.3508 1.7393
S 2.9719 -0.0112 2.9305
*
```

Computed properties:
Frontier orbital gap (spin up / spin down) (eV): 4.7 / 5.9
LUMO energy (spin up / spin down) (Ha): 0.1502 / 0.1502
Highest occupied orbital energy (spin up / spin down) (Eh): -0.021 / -0.066
Maximum force (eV/A): 4.231
DFT total energy (eV): -287767.1902

DFT (ωB97M-V/def2-TZVPD) results for a structure of composition C46H60AgBN6OP.

```
! wB97M-V def2-TZVPD RIJCOSX def2/J DEFGRID3
* xyz -1 1
Ag 0.2738 0.0499 -0.2997
C -3.4657 -1.5376 -2.5748
C -3.6142 -0.7046 -1.2957
C -3.0613 0.6978 -1.5016
C -2.9787 -1.4244 -0.1370
C -3.5387 -2.5687 0.4494
C -2.6597 -2.9557 1.4349
C -2.8014 -4.2686 2.1596
C -2.9287 -4.1943 3.6832
C -1.7001 -5.2319 1.6912
N -1.6424 -2.0522 1.4463
N -1.8318 -1.1325 0.4628
B -0.5248 -1.8724 2.5238
N -0.4106 -0.3692 2.9321
N -0.1372 0.6090 2.0282
C -0.0574 1.7508 2.6964
C -0.3391 1.5307 4.0516
C -0.5400 0.1716 4.1689
C -0.6921 -0.5013 5.5083
C -1.9282 -1.3891 5.6782
C 0.6131 -1.2279 5.8542
C 0.3884 3.0524 2.1088
C 1.8690 3.2543 2.4546
C -0.4503 4.2188 2.6363
N 0.8781 -2.3687 2.0377
N 1.4002 -1.6905 0.9953
C 2.5932 -2.1886 0.7304
C 2.8730 -3.2214 1.6319
C 1.7647 -3.3097 2.4645
C 1.7702 -4.3216 3.6035
C 2.9237 -3.9941 4.5698
C 0.5028 -4.5623 4.4206
C 3.4304 -1.6643 -0.3970
C 3.3780 -2.6331 -1.5820
C 4.8712 -1.4113 0.0469
H -3.9382 -1.0256 -3.4182
H -3.9346 -2.5173 -2.4579
H -2.4105 -1.6819 -2.7974
H -4.6825 -0.6363 -1.0590
H -1.9909 0.6328 -1.6992
H -3.2193 1.3143 -0.6133
H -3.5372 1.1821 -2.3575
H -4.4642 -3.0556 0.1822
H -3.7512 -4.6700 1.7972
H -1.9776 -3.9687 4.1553
H -3.2835 -5.1510 4.0753
H -3.6441 -3.4197 3.9644
H -0.7214 -4.7583 1.7572
H -1.8602 -5.4959 0.6449
H -1.7004 -6.1530 2.2812
H -0.8382 -2.4975 3.4819
H -0.3613 2.2506 4.8539
H -0.8051 0.3269 6.2123
H -1.7711 -2.3800 5.2607
H -2.7886 -0.9430 5.1770
H -2.1668 -1.4982 6.7389
H 0.8841 -1.8916 5.0368
H 0.5216 -1.7990 6.7821
H 1.4218 -0.5039 5.9686
H 0.2928 3.0005 1.0245
H 2.0022 3.2730 3.5389
H 2.2392 4.1941 2.0438
H 2.4636 2.4385 2.0416
H -0.1863 4.4390 3.6733
H -1.5149 3.9840 2.5981
H -0.2717 5.1198 2.0453
H 3.7557 -3.8400 1.6757
H 2.0178 -5.2741 3.1234
H 2.7600 -3.0268 5.0460
H 3.8778 -3.9524 4.0477
H 2.9861 -4.7572 5.3503
H 0.2337 -3.6912 5.0145
H 0.6815 -5.3929 5.1076
H -0.3365 -4.8246 3.7869
H 2.9870 -0.7122 -0.7058
H 3.8122 -3.5968 -1.3030
H 3.9270 -2.2323 -2.4377
H 2.3419 -2.7975 -1.8819
H 5.3707 -2.3502 0.2981
H 4.8960 -0.7639 0.9255
H 5.4353 -0.9277 -0.7544
O 0.0282 -1.4254 -2.8823
C 0.6779 -0.5241 -2.3581
C 1.7689 0.0832 -3.1863
C 2.2932 -0.6181 -4.2756
C 3.3040 -0.0827 -5.0456
C 3.8056 1.1782 -4.7331
C 3.3202 1.8654 -3.6353
C 2.3251 1.3136 -2.8208
P 1.6485 2.1345 -1.3218
C 2.9639 3.4033 -1.0483
C 2.6937 4.7576 -0.8433
C 3.7025 5.6418 -0.4910
C 5.0000 5.1897 -0.3012
C 5.2723 3.8341 -0.4388
C 4.2654 2.9528 -0.7891
C 0.3590 3.2111 -2.0744
C 0.6406 4.0465 -3.1573
C -0.3338 4.8840 -3.6745
C -1.6107 4.8938 -3.1271
C -1.9081 4.0484 -2.0697
C -0.9285 3.2146 -1.5494
H 1.8661 -1.5874 -4.5055
H 3.6943 -0.6244 -5.8998
H 4.5844 1.6208 -5.3433
H 3.7370 2.8346 -3.4001
H 1.6847 5.1264 -0.9829
H 3.4750 6.6942 -0.3660
H 5.7871 5.8867 -0.0417
H 6.2787 3.4682 -0.2716
H 4.4742 1.8923 -0.8822
H 1.6298 4.0402 -3.5967
H -0.0952 5.5303 -4.5112
H -2.3684 5.5534 -3.5321
H -2.9068 4.0318 -1.6501
H -1.1562 2.5513 -0.7245
*
```

Computed properties:
Frontier orbital gap (eV): 5.7
LUMO energy (Ha): 0.0959
Highest occupied orbital energy (Eh): -0.114
Maximum force (eV/A): 0.850
DFT total energy (eV): -73632.8991